Model w:
Molecular formula: C2H9NO
Method: DFT, wB97M-V/def2-TZVPD

Last columns: bonded neighbours and bond lengths (Å).
CARTESIAN COORDINATES (ANGSTROEM)
1 C 0.89 1.64 0.01  N2 1.449, H4 1.072, H5 1.103, H6 1.092
2 N 0.85 0.26 -0.43  C1 1.449, C3 1.457, H7 0.999
3 C -0.21 0.05 -1.40  N2 1.457, H8 1.090, H9 1.089, H10 1.086
4 H 1.35 2.25 -0.76  C1 1.072
5 H -0.09 2.11 0.18  C1 1.103
6 H 1.54 1.88 0.86  C1 1.092
7 H 0.60 -0.30 0.36  N2 0.999
8 H -1.10 0.62 -1.14  C3 1.090
9 H -0.50 -0.99 -1.38  C3 1.089
10 H 0.13 0.29 -2.41  C3 1.086
11 O -0.85 -2.87 1.92  H12 0.970, H13 0.969
12 H -1.65 -3.02 2.46  O11 0.970
13 H -0.96 -1.93 1.74  O11 0.969

Calculated values
LUMO in eV: 0.7
Gap between HOMO and LUMO in eV: 9.772
HOMO in Eh: -0.335

Model x:
Molecular formula: C2H9NO
Method: DFT, wB97M-V/def2-TZVPD

Last columns: bonded neighbours and bond lengths (Å).
CARTESIAN COORDINATES (ANGSTROEM)
1 C -1.10 1.27 -1.05  C2 1.531, H4 1.099, H5 1.092, H6 1.078
2 C -0.49 -0.12 -0.84  C1 1.531, N3 1.460, H7 1.095, H8 1.100
3 N 0.77 -0.18 -1.58  C2 1.460, H9 1.009, H10 1.018
4 H -2.13 1.24 -0.68  C1 1.099
5 H -0.64 2.00 -0.38  C1 1.092
6 H -1.05 1.52 -2.10  C1 1.078
7 H -0.39 -0.51 0.18  C2 1.095
8 H -1.25 -0.79 -1.25  C2 1.100
9 H 1.53 0.12 -0.99  N3 1.009
10 H 1.07 -1.08 -1.96  N3 1.018
11 O 1.62 -1.19 3.38  H12 0.967, H13 0.949
12 H 1.19 -0.52 3.93  O11 0.967
13 H 0.86 -1.76 3.32  O11 0.949

Calculated values
LUMO in eV: 0.8
Gap between HOMO and LUMO in eV: 9.896
HOMO in Eh: -0.336

Model y:
Molecular formula: C2H9NO
Method: DFT, wB97M-V/def2-TZVPD

Last columns: bonded neighbours and bond lengths (Å).
CARTESIAN COORDINATES (ANGSTROEM)
1 C -1.75 -0.80 -1.00  C2 1.522, H4 1.087, H5 1.084, H6 1.095
2 C -1.23 0.00 0.18  C1 1.522, N3 1.474, H7 1.095, H8 1.091
3 N 0.24 0.08 0.12  C2 1.474, H9 1.013, H10 1.013
4 H -2.81 -0.62 -1.17  C1 1.087
5 H -1.57 -1.86 -0.93  C1 1.084
6 H -1.28 -0.45 -1.92  C1 1.095
7 H -1.50 -0.52 1.10  C2 1.095
8 H -1.67 1.00 0.14  C2 1.091
9 H 0.64 0.32 1.03  N3 1.013
10 H 0.53 0.81 -0.52  N3 1.013
11 O 3.35 1.02 0.79  H12 0.967, H13 0.967
12 H 4.13 0.89 1.36  O11 0.967
13 H 2.92 0.15 0.82  O11 0.967

Calculated values
LUMO in eV: 1.0
Gap between HOMO and LUMO in eV: 10.328
HOMO in Eh: -0.343

Model z:
Molecular formula: C2H9NO
Method: DFT, wB97M-V/def2-TZVPD

Last columns: bonded neighbours and bond lengths (Å).
CARTESIAN COORDINATES (ANGSTROEM)
1 C 0.92 1.62 -0.27  O2 1.397, H4 1.082, H5 1.091, H6 1.097
2 O 0.56 0.27 -0.19  C1 1.397, C3 1.377
3 C 1.02 -0.82 0.51  O2 1.377, H7 1.095, H8 1.091, H9 1.091
4 H 0.00 2.18 -0.29  C1 1.082
5 H 1.62 1.93 0.51  C1 1.091
6 H 1.43 1.81 -1.22  C1 1.097
7 H 2.06 -0.74 0.84  C3 1.095
8 H 0.39 -0.94 1.39  C3 1.091
9 H 1.01 -1.72 -0.11  C3 1.091
10 N -2.32 -0.94 0.01  H11 1.009, H12 1.020, H13 1.014
11 H -2.10 0.00 -0.28  N10 1.009
12 H -3.09 -1.20 -0.61  N10 1.020
13 H -1.50 -1.46 -0.28  N10 1.014

Calculated values
LUMO in eV: 1.0
Gap between HOMO and LUMO in eV: 10.579
HOMO in Eh: -0.353

Result of the stability comparison: model z is the least stable of them.

Model w:
Molecular formula: C4H11NO3
Method: DFT, wB97M-V/def2-TZVPD

Last columns: bonded neighbours and bond lengths (Å).
CARTESIAN COORDINATES (ANGSTROEM)
1 O 1.65 -0.34 0.19  C2 1.261
2 C 1.43 0.65 0.94  O1 1.261, O3 1.263, C4 1.505
3 O 0.43 1.41 0.84  C2 1.263
4 C 2.45 1.01 1.98  C2 1.505, H5 1.086, H6 1.094, H7 1.085
5 H 3.20 0.23 2.08  C4 1.086
6 H 3.00 1.89 1.63  C4 1.094
7 H 2.00 1.26 2.94  C4 1.085
8 C -1.83 -1.15 -0.18  O9 1.421, C10 1.512, H12 1.089, H13 1.095
9 O -2.43 0.01 0.39  C8 1.421, H14 0.977
10 C -1.37 -0.88 -1.59  C8 1.512, N11 1.486, H15 1.093, H16 1.088
11 N -0.23 0.08 -1.58  C10 1.486, H17 1.089, H18 1.040, H19 1.005
12 H -2.58 -1.94 -0.20  C8 1.089
13 H -1.00 -1.49 0.45  C8 1.095
14 H -1.72 0.56 0.78  O9 0.977
15 H -1.04 -1.81 -2.04  C10 1.093
16 H -2.18 -0.46 -2.18  C10 1.088
17 H 0.60 -0.31 -1.00  N11 1.089
18 H -0.47 0.89 -0.97  N11 1.040
19 H 0.09 0.39 -2.48  N11 1.005

Calculated values
LUMO in eV: 0.4
Gap between HOMO and LUMO in eV: 9.585
HOMO in Eh: -0.336

Model x:
Molecular formula: C4H11NO3
Method: DFT, wB97M-V/def2-TZVPD

Last columns: bonded neighbours and bond lengths (Å).
CARTESIAN COORDINATES (ANGSTROEM)
1 C 0.39 -1.56 0.23  C2 1.415, C5 1.374, H6 1.080
2 C -0.94 -1.15 0.49  C1 1.415, C3 1.379, H7 1.080
3 C -1.72 -1.73 -0.49  C2 1.379, N4 1.362, H8 1.075
4 N -0.90 -2.39 -1.35  C3 1.362, C5 1.359, H9 1.000
5 C 0.39 -2.27 -0.94  C1 1.374, N4 1.359, H10 1.072
6 H 1.27 -1.13 0.69  C1 1.080
7 H -1.44 -0.79 1.37  C2 1.080
8 H -2.78 -1.71 -0.67  C3 1.075
9 H -1.20 -3.03 -2.05  N4 1.000
10 H 1.21 -2.81 -1.38  C5 1.072
11 O 1.49 3.36 0.32  H12 0.967, H13 0.971
12 H 2.40 3.05 0.20  O11 0.967
13 H 1.02 2.56 0.04  O11 0.971
14 O 0.34 1.95 2.78  H15 0.965, H16 0.968
15 H -0.49 2.38 3.04  O14 0.965
16 H 0.82 2.65 2.32  O14 0.968
17 O 0.27 1.21 -1.51  H18 0.962, H19 0.974
18 H -0.35 0.95 -2.20  O17 0.962
19 H 0.22 0.46 -0.89  O17 0.974

Calculated values
LUMO in eV: 0.7
Gap between HOMO and LUMO in eV: 9.468
HOMO in Eh: -0.322

Model y:
Molecular formula: C4H11NO3
Method: DFT, wB97M-V/def2-TZVPD

Last columns: bonded neighbours and bond lengths (Å).
CARTESIAN COORDINATES (ANGSTROEM)
1 C 1.22 1.81 -1.37  C2 1.550, H8 1.087, H9 1.086, H10 1.090
2 C 0.61 1.12 -0.12  C1 1.550, C3 1.545, H11 1.095, H12 1.090
3 C 0.74 -0.41 -0.31  C2 1.545, N4 1.448, C5 1.524, H13 1.084
4 N 1.98 -1.05 0.05  C3 1.448, H14 1.010, H15 1.005
5 C -0.23 -1.02 0.70  C3 1.524, O6 1.197, O7 1.376
6 O -0.09 -1.19 1.87  C5 1.197
7 O -1.43 -1.35 0.10  C5 1.376, H16 0.955
8 H 0.46 1.84 -2.14  C1 1.087
9 H 2.19 1.37 -1.60  C1 1.086
10 H 1.42 2.84 -1.08  C1 1.090
11 H -0.44 1.40 0.00  C2 1.095
12 H 1.16 1.37 0.79  C2 1.090
13 H 0.34 -0.75 -1.27  C3 1.084
14 H 2.76 -0.67 -0.47  N4 1.010
15 H 2.20 -1.12 1.03  N4 1.005
16 H -1.95 -1.76 0.79  O7 0.955
17 O -2.49 1.51 -0.48  H18 0.971, H19 0.968
18 H -2.62 0.58 -0.25  O17 0.971
19 H -1.87 1.36 -1.21  O17 0.968

Calculated values
LUMO in eV: 0.6
Gap between HOMO and LUMO in eV: 10.198
HOMO in Eh: -0.351

Result of the stability comparison: model x is the least stable of them.